The following is a quantum chemistry calculation of C16H29Br18N2O2 as an isolated structure in a non-equilibrium geometry, from the Open Molecules 2025 dataset.

Output
multiplicity	1
E_HOMO	-1.53	eV
net charge	-1
frontier orbital gap	2.4	eV

Atoms and positions in Å:
1 C 2.06 -0.92 3.83
2 C 1.52 0.21 2.71
3 O 1.26 -0.52 1.47
4 C 1.00 0.38 0.33
5 C -0.39 1.20 0.61
6 O -1.31 1.25 -0.58
7 C -2.54 1.85 -0.04
8 C -3.79 0.82 0.18
9 C -3.33 -0.66 0.69
10 C -4.17 -1.84 -0.16
11 N -5.07 -2.67 0.73
12 C -4.79 1.58 1.24
13 C -6.03 0.68 1.80
14 N -6.39 1.25 3.19
15 H 3.17 -0.74 4.16
16 H 1.91 -2.00 3.37
17 H 1.40 -0.88 4.80
18 H 0.54 0.67 3.21
19 H 2.29 1.08 2.63
20 H 0.93 -0.30 -0.63
21 H 1.89 1.15 0.17
22 H -0.15 2.29 0.95
23 H -0.98 0.63 1.46
24 H -2.33 2.41 0.97
25 H -2.92 2.69 -0.79
26 H -3.63 -0.82 1.81
27 H -2.20 -0.92 0.54
28 H -4.77 -1.41 -1.07
29 H -3.38 -2.60 -0.63
30 H -4.64 -2.76 1.68
31 H -5.16 -3.66 0.35
32 H -4.12 1.97 2.14
33 H -5.22 2.55 0.70
34 H -7.00 0.84 1.13
35 H -5.80 -0.45 1.98
36 H -5.67 0.80 3.83
37 H -7.36 0.99 3.46
38 C -0.31 -4.45 2.10
39 Br -2.22 -4.14 2.00
40 Br 0.30 -4.61 3.95
41 Br 0.24 -5.97 1.03
42 H 0.19 -3.57 1.68
43 C -2.24 -6.90 -2.26
44 Br -3.27 -6.07 -0.83
45 Br -1.41 -5.56 -3.41
46 Br -0.94 -8.17 -1.58
47 H -2.95 -7.46 -2.88
48 C 0.23 4.00 4.69
49 Br 0.71 2.54 5.88
50 Br 1.60 4.32 3.35
51 Br -1.52 3.73 3.89
52 H 0.17 4.90 5.31
53 C 5.01 0.95 -1.34
54 Br 4.80 1.67 0.46
55 Br 6.85 0.38 -1.67
56 Br 3.74 -0.47 -1.70
57 H 4.80 1.76 -2.04
58 C 7.41 3.77 -4.58
59 Br 7.20 4.49 -2.79
60 Br 9.25 3.21 -4.92
61 Br 6.14 2.35 -4.95
62 H 7.20 4.59 -5.28
63 C 6.91 2.08 -9.35
64 Br 5.63 0.67 -8.96
65 Br 6.06 3.66 -10.08
66 Br 8.02 2.49 -7.80
67 H 7.58 1.69 -10.12


The following is a quantum chemistry calculation of a 2-piece molecular cluster, C16H29F3N2O3PS overall in a non-equilibrium geometry, from the Open Molecules 2025 dataset.

Output
multiplicity	1
E_HOMO	-11.16	eV
net charge	+1
frontier orbital gap	8.3	eV

Atoms and positions in Å:
1 C 0.40 2.66 0.49
2 C -0.47 1.50 1.21
3 C -1.22 0.51 0.15
4 N -0.62 -0.85 0.09
5 C 0.78 -1.17 -0.06
6 C 2.06 -0.23 -0.24
7 C 2.05 0.31 -1.77
8 O 0.74 0.23 -2.39
9 C 3.07 -0.54 -2.70
10 F 4.41 -0.40 -2.21
11 F 2.77 -1.93 -2.75
12 F 3.01 -0.02 -4.04
13 N 1.09 -2.58 -0.04
14 C -0.16 -3.33 0.09
15 C -0.40 -4.91 0.13
16 S 0.19 -5.76 1.66
17 C 1.97 -5.38 2.00
18 C 2.92 -5.34 0.70
19 C -1.24 -2.19 0.16
20 P -3.12 -2.30 0.30
21 C -3.75 -1.97 -1.49
22 O -3.65 -3.87 0.74
23 H 1.46 2.60 0.98
24 H 0.02 3.72 0.67
25 H 0.55 2.39 -0.61
26 H 0.16 0.82 1.89
27 H -1.25 2.05 1.86
28 H -2.32 0.47 0.51
29 H -1.20 0.98 -0.90
30 H 2.14 0.60 0.54
31 H 2.98 -0.92 -0.14
32 H 2.33 1.42 -1.77
33 H 0.74 -0.47 -3.09
34 H 2.05 -2.94 -0.13
35 H -1.55 -5.08 0.08
36 H 0.02 -5.35 -0.85
37 H 2.14 -4.39 2.57
38 H 2.38 -6.22 2.69
39 H 3.43 -6.35 0.47
40 H 3.79 -4.61 0.95
41 H 2.39 -5.02 -0.27
42 H -3.15 -2.71 -2.15
43 H -3.42 -0.92 -1.83
44 H -4.87 -2.14 -1.58
45 H -3.98 -3.86 1.66
46 C -0.78 7.75 -0.11
47 C -1.40 6.76 0.84
48 O -1.07 5.59 0.84
49 C -2.44 7.28 1.80
50 H -0.05 7.24 -0.74
51 H -1.55 8.18 -0.75
52 H -0.27 8.54 0.45
53 H -3.29 7.69 1.24
54 H -2.01 8.04 2.44
55 H -2.80 6.46 2.42


The following is a quantum chemistry calculation of a 2-piece molecular cluster, C16H29N3O6PS2 overall, from the Open Molecules 2025 dataset.

Output
multiplicity	1
E_HOMO	-11.22	eV
net charge	+1
frontier orbital gap	7.0	eV

Atoms and positions in Å:
1 C 3.46 -1.39 -0.04
2 C 3.10 -0.28 -1.03
3 S 1.52 0.58 -0.78
4 C 1.54 0.89 1.01
5 C 0.20 1.36 1.52
6 C 0.15 2.63 2.09
7 N -0.96 3.12 2.61
8 P -0.98 4.81 3.43
9 O -2.51 5.15 3.17
10 O -0.16 5.54 2.25
11 N -2.10 2.45 2.66
12 C -2.13 1.24 2.13
13 C -3.44 0.53 2.23
14 C -4.24 0.52 0.91
15 O -5.58 0.92 1.21
16 C -6.57 0.12 0.67
17 C -6.70 0.18 -0.83
18 O -7.30 -0.50 1.39
19 C -0.99 0.66 1.52
20 N -1.17 -0.61 0.90
21 C -0.28 -1.69 1.34
22 C -1.50 -0.44 -0.46
23 C -1.60 -1.68 -1.31
24 O -1.81 0.66 -0.86
25 H 4.35 -1.13 0.54
26 H 3.69 -2.31 -0.58
27 H 2.68 -1.63 0.68
28 H 3.90 0.46 -1.06
29 H 3.00 -0.75 -2.02
30 H 1.85 0.00 1.56
31 H 2.27 1.67 1.24
32 H 1.03 3.25 2.15
33 H -2.87 5.04 2.28
34 H -0.37 5.29 1.34
35 H -4.05 1.01 2.99
36 H -3.23 -0.50 2.52
37 H -3.82 1.22 0.19
38 H -4.24 -0.49 0.48
39 H -5.79 0.56 -1.30
40 H -6.92 -0.82 -1.21
41 H -7.52 0.84 -1.08
42 H 0.42 -1.98 0.56
43 H 0.30 -1.36 2.21
44 H -0.86 -2.57 1.62
45 H -0.98 -2.50 -0.98
46 H -1.40 -1.41 -2.34
47 H -2.64 -2.02 -1.25
48 C 6.54 -1.80 -2.33
49 S 5.40 -1.77 -3.72
50 O 4.08 -2.24 -3.20
51 C 6.14 -3.16 -4.59
52 H 6.22 -1.03 -1.63
53 H 6.50 -2.78 -1.85
54 H 7.54 -1.58 -2.68
55 H 6.12 -4.04 -3.94
56 H 7.16 -2.90 -4.87
57 H 5.54 -3.34 -5.48


The following is a quantum chemistry calculation of an isolated ion of composition C16H29N6O3 and charge +1, from the Open Molecules 2025 dataset.

Output
multiplicity	1
E_HOMO	-11.89	eV
net charge	+1
SMILES	CC(C)C[C@@H](N)c1cn([C@@H](CCC(=O)O)C(=O)N2CC[NH2+]CC2)nn1
frontier orbital gap	9.5	eV

Atoms and positions in Å:
1 C -6.24 -0.50 1.57
2 C -5.57 0.03 0.31
3 C -6.01 -0.79 -0.90
4 C -4.05 0.00 0.48
5 C -3.31 0.85 -0.57
6 N -3.74 2.22 -0.47
7 C -1.83 0.66 -0.39
8 C -1.03 -0.44 -0.71
9 N 0.21 -0.10 -0.32
10 C 1.47 -0.80 -0.41
11 C 1.43 -2.02 -1.34
12 C 0.92 -3.28 -0.64
13 C 1.80 -3.71 0.52
14 O 2.24 -2.96 1.36
15 O 2.03 -5.01 0.51
16 C 2.43 0.27 -0.97
17 O 2.47 0.50 -2.16
18 N 3.15 1.01 -0.08
19 C 3.18 0.93 1.37
20 C 2.73 2.28 1.96
21 N 1.90 2.95 0.94
22 C 2.73 3.38 -0.22
23 C 3.72 2.25 -0.55
24 N 0.17 1.13 0.19
25 N -1.03 1.59 0.15
26 H -5.97 0.11 2.44
27 H -5.95 -1.53 1.76
28 H -7.32 -0.47 1.46
29 H -5.86 1.08 0.16
30 H -5.59 -0.39 -1.82
31 H -5.70 -1.82 -0.79
32 H -7.09 -0.76 -0.99
33 H -3.69 -1.03 0.43
34 H -3.79 0.40 1.47
35 H -3.57 0.48 -1.57
36 H -3.51 2.60 0.44
37 H -3.30 2.80 -1.18
38 H -1.28 -1.37 -1.16
39 H 1.77 -1.15 0.58
40 H 0.83 -1.80 -2.22
41 H 2.45 -2.20 -1.69
42 H -0.08 -3.12 -0.22
43 H 0.86 -4.10 -1.35
44 H 2.58 -5.29 1.26
45 H 2.54 0.13 1.73
46 H 4.20 0.70 1.68
47 H 2.14 2.12 2.86
48 H 3.59 2.91 2.20
49 H 1.39 3.74 1.32
50 H 1.14 2.18 0.60
51 H 2.06 3.57 -1.06
52 H 3.26 4.30 0.02
53 H 3.87 2.18 -1.63
54 H 4.69 2.41 -0.07


Asked for LUMO across the records above, the calculation gives 0.03187; -0.10557; -0.15695; -0.08640 Ha in order.